Molecular formula: C30H95N5O15
Method: DFT, the ωB97M-V functional and the def2-TZVPD basis

Calculated values
Highest occupied orbital energy: -0.318 Ha
Charge: 0
LUMO energy: 0.5 eV
Energy above the lowest of the compared OMol25 structures with the same formula, charge and spin: 458.2 kJ/mol

The geometry in XYZ format:
```
145
Properties=species:S:1:pos:R:3:forces:R:3
C 15.19996 9.70999 21.06025 -0.04 0.66 -0.94
C 15.51297 8.57897 20.03573 -1.17 1.29 1.32
C 14.70918 7.36843 20.45045 2.27 -0.72 0.88
O 15.21081 6.81542 21.70187 -0.86 1.19 -0.77
C 14.42610 5.73280 22.10150 -0.66 -0.33 -1.48
N 15.01800 8.90637 18.70060 0.14 0.26 -0.51
H 15.64434 9.46919 21.99271 0.47 -0.48 0.94
H 14.13208 9.89204 21.28109 0.29 -0.28 -0.55
H 15.65446 10.67438 20.77917 -0.21 -0.31 -0.24
H 16.58054 8.37099 20.16588 0.07 -0.09 -0.54
H 14.87807 6.62682 19.69621 -0.18 -0.84 -0.67
H 13.68341 7.63051 20.47200 -1.24 0.18 0.38
H 14.56983 4.90650 21.41647 0.02 -0.44 -0.57
H 13.33211 5.90181 22.10083 0.41 0.38 0.30
H 14.77598 5.35442 23.01237 0.35 -0.12 1.66
H 15.31357 8.20956 18.01208 0.11 0.41 0.14
H 15.21195 9.87013 18.36949 0.09 -0.71 0.46
C 9.74420 12.02518 19.15894 1.77 1.90 0.51
C 9.58793 13.48646 18.73157 -1.34 -0.39 -1.54
C 8.15936 13.58584 18.10582 1.17 1.13 -0.84
O 7.99339 12.61922 17.09131 -0.80 -0.46 -0.85
C 6.92559 12.94790 16.17764 -0.31 -1.28 0.19
N 9.73860 14.43588 19.80049 0.06 0.95 0.14
H 9.60035 11.38268 18.32809 0.01 -0.72 -0.56
H 9.04583 11.85919 19.93606 -1.06 -0.48 0.75
H 10.72416 11.90117 19.62759 0.09 -0.32 -0.29
H 10.26341 13.82642 17.91134 -0.11 -0.64 0.54
H 8.14302 14.54168 17.55931 -0.30 0.26 0.57
H 7.38368 13.55615 18.87176 -0.20 -0.18 0.09
H 6.76883 12.07814 15.47064 0.47 1.06 0.68
H 7.05800 13.88473 15.64569 0.56 0.07 -0.20
H 5.99411 13.06314 16.73042 -0.18 -0.07 0.20
H 9.20731 14.16407 20.61071 -0.21 -0.13 0.29
H 9.38223 15.36154 19.50360 0.40 -0.70 0.21
C 14.34280 17.25831 18.17763 -2.45 0.23 0.51
C 13.90390 15.91625 18.76890 -1.79 0.81 -1.18
C 14.70117 15.59403 19.98004 1.15 0.64 0.07
O 15.99734 15.25803 19.49524 -1.19 -0.75 -0.62
C 16.92808 14.94705 20.46932 0.86 0.32 0.88
N 12.42241 15.99070 19.00624 0.49 -1.05 0.61
H 13.78951 17.47073 17.23546 0.58 -0.14 0.55
H 15.37951 17.28676 18.07210 1.70 0.09 -0.48
H 14.05499 18.04126 18.91986 0.19 -0.32 -0.52
H 14.02115 15.13821 18.00905 0.21 -0.09 0.13
H 14.22437 14.82104 20.59329 0.30 -0.18 0.03
H 14.81708 16.53107 20.55266 -0.30 -0.28 0.39
H 17.73065 14.33662 20.00875 -0.32 0.59 0.25
H 16.51566 14.36928 21.30972 -0.13 -0.05 -0.20
H 17.28244 15.91429 20.89512 0.37 -0.66 -0.05
H 12.12996 15.10777 19.46572 -0.07 0.57 -0.54
H 12.20405 16.68156 19.71906 0.20 0.26 -0.04
C 15.53557 10.29263 12.15217 -2.28 -0.45 0.42
C 14.70905 9.09550 11.66618 0.11 0.30 0.16
C 13.30775 9.27865 12.14457 -0.63 0.73 -0.30
O 13.27505 9.53061 13.52101 0.31 -0.87 0.37
C 12.21030 8.84468 14.08404 0.02 -1.15 2.08
N 14.60016 8.84946 10.23144 1.19 0.90 -1.35
H 15.65339 10.25736 13.24336 -0.09 0.21 -0.44
H 14.98955 11.16642 11.82594 -0.12 0.66 0.37
H 16.44628 10.34329 11.68599 2.54 -0.09 -1.05
H 15.13915 8.21568 12.12869 0.03 -0.56 -0.02
H 12.66288 8.42202 11.89654 0.23 0.23 -0.14
H 12.89442 10.20611 11.73085 -0.12 -0.32 -0.74
H 12.37610 8.91546 15.18398 -0.69 0.27 -0.51
H 12.20881 7.70950 13.93429 0.11 1.26 -0.43
H 11.26219 9.27764 13.76764 -0.15 -0.24 0.10
H 15.53559 8.99493 9.79529 -0.90 -0.36 0.40
H 14.00599 9.54322 9.73166 0.40 -0.53 0.88
C 15.29695 11.66688 15.61691 0.53 -1.74 0.35
C 14.47313 12.41085 16.61880 1.07 0.33 0.37
C 13.05343 11.87053 16.65494 0.75 0.13 -1.58
O 12.41559 12.32047 15.40476 0.88 -1.09 1.05
C 11.05749 11.92717 15.37857 0.36 1.61 1.40
N 15.14835 12.31521 17.90684 0.24 -1.68 0.14
H 15.41666 10.57941 15.96995 -0.71 1.35 -0.61
H 16.32061 12.01894 15.67163 0.13 0.40 -0.55
H 14.86708 11.71444 14.61673 0.31 -0.14 0.07
H 14.52252 13.47788 16.38004 -0.78 0.11 -0.70
H 12.53286 12.34440 17.44222 -0.88 0.39 1.18
H 13.05597 10.75829 16.80632 -0.22 0.87 -0.40
H 10.55744 12.50841 14.62928 -0.33 0.45 -0.35
H 10.71501 12.19604 16.39671 -0.74 -0.43 -0.64
H 10.90416 10.90988 15.15160 0.06 -1.38 0.00
H 14.75594 12.94747 18.54530 -0.69 0.95 1.10
H 16.16107 12.51152 17.90914 -0.64 -0.05 -0.45
C 18.60659 8.92895 17.20433 -0.96 -0.16 1.40
O 17.72037 9.97983 16.76395 0.29 -0.79 -0.51
H 19.40702 8.65271 16.52817 0.06 0.33 -0.43
H 19.03995 9.24390 18.18093 -0.22 -0.06 -0.79
H 18.00328 8.02424 17.41575 0.32 0.32 -0.12
H 17.03361 9.58730 16.18695 0.66 0.35 0.49
C 11.90687 7.24834 17.68832 -1.50 -0.18 -0.83
O 12.18394 8.63918 17.79141 0.69 -1.01 0.33
H 11.37965 7.07637 16.73420 0.87 -0.12 -0.33
H 12.77375 6.58137 17.82263 -0.25 0.40 -0.21
H 11.08406 6.91906 18.32846 0.32 0.20 0.92
H 13.10697 8.62615 18.12065 -0.01 0.87 0.20
C 15.14049 7.90930 15.05737 -1.76 -0.72 0.51
O 15.44212 7.08310 16.18832 0.18 0.55 0.05
H 14.65131 7.28592 14.28219 0.09 0.58 0.32
H 14.44845 8.68370 15.41991 0.26 -0.41 -0.32
H 15.98159 8.38844 14.62225 1.12 0.38 -0.34
H 15.78268 6.26446 15.84818 0.30 -0.57 -0.02
C 7.77242 9.00174 13.35857 -0.09 -1.32 -0.29
O 8.80756 9.93500 13.56327 -0.28 -0.22 0.10
H 7.34943 8.61908 14.29199 0.02 0.46 0.09
H 6.98487 9.44227 12.75926 -0.20 0.05 -0.14
H 8.13574 8.07745 12.85969 0.05 0.70 -0.05
H 8.84593 10.10185 14.50879 0.06 0.09 0.62
C 18.30926 13.75495 16.71717 -1.57 -2.72 0.16
O 17.97725 12.67158 17.71949 0.47 1.44 -1.19
H 17.44251 14.43386 16.63153 0.41 -0.36 -0.13
H 19.13197 14.23174 17.14858 1.29 1.01 0.34
H 18.58019 13.25953 15.74363 -0.35 0.77 0.87
H 17.90399 11.83726 17.23791 0.12 -0.24 -0.02
C 10.04515 11.83415 11.05994 -0.92 1.43 -0.07
O 10.57493 10.99051 11.99317 0.46 -1.30 1.72
H 9.01190 11.55749 10.87412 -0.27 -0.10 -0.73
H 9.96911 12.89226 11.40641 0.26 -0.32 -0.02
H 10.65951 11.85106 10.15707 -0.19 -0.20 -0.10
H 9.87317 10.58994 12.60249 0.91 0.76 -1.15
C 8.31139 8.87512 17.16881 -0.16 -1.84 0.60
O 8.34750 9.92050 16.28075 0.22 1.08 -1.36
H 8.56552 9.23985 18.18440 0.08 -0.72 -0.41
H 7.31854 8.39675 17.15615 -0.03 0.23 0.41
H 8.96481 8.05816 16.77865 0.04 0.79 0.68
H 8.02424 10.71392 16.70933 0.06 0.60 0.19
C 16.36663 15.55750 12.87869 -0.43 -0.37 -1.44
O 16.35079 14.09873 12.85551 -0.55 1.98 -0.32
H 17.41092 15.88519 12.85081 -0.35 0.06 0.04
H 15.75566 16.08433 12.03941 1.20 -1.17 0.78
H 15.84885 15.89190 13.75415 0.08 0.34 0.94
H 15.39306 13.96315 12.97650 0.10 -0.98 0.11
C 11.06789 15.92226 15.64032 -0.82 -0.16 -0.30
O 10.48268 16.61215 16.72471 -1.16 -0.48 0.76
H 11.71954 16.69167 15.27770 0.93 -0.32 -1.29
H 11.59613 14.98248 15.90774 -0.16 0.53 -0.03
H 10.26122 15.66191 14.88342 0.96 0.42 0.86
H 11.05690 16.53240 17.49846 0.36 -0.18 0.12
C 12.64317 14.10574 12.61353 -0.32 -3.01 0.23
O 13.66542 13.44026 13.34493 0.78 0.91 -0.34
H 12.50068 13.47978 11.72948 -0.12 0.52 -0.41
H 11.72267 14.00318 13.16287 -0.57 0.39 0.26
H 12.85089 15.10357 12.38097 0.51 1.54 -0.28
H 13.30333 13.10135 14.17304 -0.26 -0.19 0.19
```
Forces are in eV/Å.

Molecular formula: C24H16BiBrN2O4S
Method: DFT, the ωB97M-V functional and the def2-TZVPD basis

Calculated values
Highest occupied orbital energy: -0.307 Ha
Charge: 0
LUMO energy: -0.5 eV
Energy above the lowest of the compared OMol25 structures with the same formula, charge and spin: 0.0 kJ/mol

The geometry in XYZ format:
```
49
Properties=species:S:1:pos:R:3:forces:R:3
Bi -0.17631 -0.16586 -0.80559 -0.06 0.03 -0.01
O 2.07561 -0.06629 0.43585 0.02 0.02 -0.08
C 2.59849 -0.95595 1.09228 0.00 -0.02 0.03
C 2.04586 -2.25660 1.40390 0.02 0.02 -0.03
C 2.89936 -3.13493 2.08041 0.00 -0.01 0.01
C 2.47706 -4.39456 2.40797 0.02 0.00 0.03
C 1.18748 -4.82725 2.08330 -0.02 0.00 -0.01
C 0.33485 -3.98026 1.43008 0.00 -0.02 0.02
C 0.72438 -2.66685 1.06732 -0.05 0.05 0.02
O -0.16615 -1.92514 0.48330 0.03 -0.04 0.02
N 3.38761 -5.29781 3.10852 0.03 -0.03 -0.07
O 4.50444 -4.89069 3.36761 -0.01 0.01 0.03
O 2.97835 -6.40951 3.38196 -0.01 0.01 0.02
H 3.60905 -0.77912 1.49687 0.00 0.00 0.01
H 3.90094 -2.82396 2.34748 0.00 0.00 0.00
H 0.88445 -5.82790 2.35599 0.00 0.00 0.00
H -0.66888 -4.28687 1.17004 0.00 0.00 0.00
C -3.18852 0.81184 4.16390 -0.01 0.01 0.00
C -3.01293 -0.25516 3.25815 0.01 0.00 -0.01
C -2.21203 -0.11332 2.16134 0.03 -0.01 0.03
C -1.53514 1.10663 1.90558 -0.01 0.00 -0.02
C -0.68396 1.30969 0.77787 0.00 0.03 0.01
C -0.07797 2.52301 0.59050 0.00 0.00 0.03
C -0.26967 3.59133 1.49557 0.01 0.00 -0.02
C -1.07135 3.41827 2.58183 -0.01 -0.01 0.01
C -1.72073 2.17976 2.81496 0.01 0.00 0.00
C -2.55760 2.00060 3.94379 0.00 0.00 0.00
H -3.82779 0.68496 5.02801 0.00 0.00 0.00
H -3.52286 -1.19413 3.43139 0.00 0.00 0.00
H -2.09620 -0.93810 1.47410 0.02 -0.01 0.02
H 0.56198 2.69092 -0.26812 0.00 -0.01 0.02
H 0.22072 4.53985 1.31784 0.00 0.00 0.00
H -1.23011 4.22686 3.28562 0.00 0.00 0.00
H -2.68818 2.83025 4.62856 0.00 0.00 0.00
Br -2.72969 -0.69842 -1.31944 0.02 -0.02 -0.11
S 2.02098 3.22481 -4.41922 -0.02 0.04 0.00
C 1.43643 2.72463 -2.87508 0.02 -0.05 0.02
N 0.37261 1.99705 -2.86005 -0.04 -0.01 -0.02
C -0.08200 1.78314 -4.16025 0.02 0.05 0.02
C -1.21634 1.04850 -4.51136 0.01 0.00 0.01
C -1.53028 0.92448 -5.84716 0.00 0.00 0.00
C -0.73981 1.52448 -6.83679 -0.01 0.00 0.00
C 0.37722 2.26151 -6.50566 0.01 -0.01 0.00
C 0.69849 2.38376 -5.15523 0.01 -0.03 0.01
H 1.96936 3.01313 -1.97834 0.01 -0.01 -0.01
H -1.83044 0.59576 -3.74413 -0.02 -0.01 0.02
H -2.40406 0.35693 -6.13791 0.00 0.00 0.00
H -1.01166 1.40973 -7.87767 0.00 0.00 0.00
H 0.98495 2.72678 -7.26987 0.00 0.00 0.00
```
Forces are in eV/Å.

Molecular formula: C13H33BF3N3O5P2
Method: DFT, the ωB97M-V functional and the def2-TZVPD basis

Calculated values
Highest occupied orbital energy: -0.297 Ha
Charge: 0
LUMO energy: -1.1 eV
SMILES: CB(O)P(C[C@H](O)C(F)(F)F)OC[C@@H](C)O.CN(C)P(=O)(N(C)C)N(C)C

The geometry in XYZ format:
```
60
Properties=species:S:1:pos:R:3:forces:R:3
C -1.09445 -1.34975 0.81722 -1.09 -0.21 0.09
B -2.75759 -1.28796 0.96612 0.83 -1.58 0.05
O -3.51471 -2.44829 1.47639 0.87 2.54 0.90
P -3.76589 0.32176 0.52158 -0.16 0.16 0.11
C -2.55064 1.64241 -0.22413 -0.23 0.46 -1.12
C -2.85027 3.07125 0.54731 -0.78 -0.08 -0.47
O -2.51045 4.26427 -0.28390 -1.54 -0.67 2.45
C -2.10620 3.19321 2.02258 0.32 0.92 0.99
F -2.51278 4.51409 2.60236 1.35 -4.06 -1.41
F -0.62738 3.22058 1.92220 -4.79 -0.31 0.58
F -2.52738 2.13931 2.98527 1.67 3.43 -3.00
O -4.95739 -0.13676 -0.66284 0.31 -0.26 1.50
C -6.11653 -0.81507 -0.06113 -1.63 -0.60 -0.08
C -6.67997 -0.13609 1.32101 -0.89 0.62 -0.40
C -7.07299 1.44837 1.00982 -0.17 -0.14 0.21
O -7.96673 -0.83690 1.64604 2.24 -0.49 1.54
H -0.60616 -0.67412 1.66703 -0.80 -1.41 -1.98
H -0.79326 -2.47381 0.94139 -0.18 2.26 -0.24
H -0.86669 -0.95185 -0.27008 0.05 -0.78 2.32
H -3.91603 -2.22435 2.37047 0.46 -0.38 -1.81
H -2.87099 1.75379 -1.36509 0.80 0.07 2.42
H -1.43011 1.30692 -0.18453 -2.17 0.70 0.04
H -4.02344 3.12290 0.69986 2.51 -0.30 0.28
H -3.10794 4.99218 0.10669 1.52 -1.53 -0.94
H -7.00049 -0.72348 -0.85827 1.96 -0.02 1.74
H -5.96560 -1.98903 0.07963 0.09 2.59 -0.12
H -5.99657 -0.27517 2.26062 -0.99 0.55 -2.07
H -6.22578 1.96974 0.38642 -1.62 -1.04 1.31
H -8.07140 1.49394 0.36807 2.16 -0.35 1.35
H -7.27911 2.05721 2.00867 0.57 -1.40 -2.11
H -7.76457 -1.38376 2.48376 -0.63 1.29 -2.14
O 2.19460 -1.71744 -0.42680 1.69 -1.81 4.17
P 3.70432 -1.37430 -0.40344 -2.68 4.49 -7.84
N 3.41169 0.33810 -0.40786 -0.32 1.26 1.10
C 4.25375 1.34963 -1.02990 0.54 0.22 -0.27
C 2.94862 0.87193 0.87882 -0.39 -0.17 0.06
N 3.84698 -1.88595 -2.07504 -0.01 -0.77 -0.66
C 4.25855 -1.02428 -3.17794 1.08 -0.24 0.11
C 2.75724 -2.73510 -2.60569 0.09 -0.25 0.51
N 5.43985 -0.97984 -0.37659 0.86 -3.70 1.90
C 6.32274 -2.04940 -0.92796 0.35 -0.33 -0.64
C 5.94173 -0.85646 1.01646 -0.17 0.88 0.48
H 5.22549 1.48302 -0.53438 0.00 0.03 0.00
H 3.76591 2.33362 -1.02348 -0.25 -0.31 0.30
H 4.44243 1.16860 -2.08731 0.03 -0.27 0.25
H 3.75996 0.94694 1.61433 0.00 0.16 0.05
H 2.17457 0.24218 1.31390 -0.05 -0.15 -0.09
H 2.52844 1.87667 0.77413 0.01 -0.11 -0.19
H 3.49343 -0.28992 -3.43863 -0.09 0.11 -0.01
H 4.47124 -1.62931 -4.07272 -0.25 0.01 0.21
H 5.20608 -0.51513 -2.97853 -0.23 0.10 0.16
H 1.86265 -2.14036 -2.82156 -0.07 -0.08 0.07
H 2.49361 -3.53603 -1.90694 -0.02 0.37 -0.11
H 3.05229 -3.24030 -3.53506 0.32 0.33 0.12
H 6.14859 -3.00544 -0.41988 0.21 0.08 -0.06
H 7.37962 -1.77776 -0.81314 -0.26 0.18 0.38
H 6.20866 -2.21821 -1.99875 -0.40 0.14 0.25
H 5.71778 -1.75570 1.59531 0.24 0.01 0.08
H 5.49929 -0.00192 1.52813 -0.17 -0.05 -0.09
H 7.01934 -0.68338 1.03999 -0.09 -0.11 -0.22
```
Forces are in eV/Å.

Molecular formula: C7H17N
Method: DFT, the ωB97M-V functional and the def2-TZVPD basis

Calculated values
Expectation value of S²: 0.750
Highest occupied orbital energy (spin up / spin down): 0.055 / -0.185 Ha
Charge: -1
LUMO energy (spin up / spin down): 3.7 / 3.5 eV
Spin multiplicity: 2
Energy above the lowest of the compared OMol25 structures with the same formula, charge and spin: 79.7 kJ/mol

The geometry in XYZ format:
```
25
Properties=species:S:1:pos:R:3:forces:R:3
C -0.19973 1.75274 -1.43481 0.61 0.10 -0.40
N 0.60761 0.85427 -0.61202 -0.90 0.22 0.09
C 0.02220 -0.46040 -0.31581 1.55 -0.87 0.30
C 0.35652 -0.78168 1.14746 0.01 -0.25 0.85
C -0.68614 -0.22648 2.12960 0.38 -0.38 0.49
C -0.87757 -1.05059 3.40943 -0.87 0.16 -0.19
C 0.55307 -1.58798 -1.25020 -0.76 1.45 -0.75
C 0.13607 1.76353 -2.93767 0.16 -0.10 -0.24
H -0.04912 2.74994 -1.04273 -0.17 0.43 0.09
H -1.25189 1.51042 -1.33468 -0.14 -0.06 0.32
H 1.51673 0.75475 -1.03811 0.06 -0.18 0.07
H -1.06176 -0.40753 -0.37980 -0.06 0.24 -0.19
H 0.53465 -1.83859 1.37922 -0.60 -0.18 -0.49
H 1.34254 -0.37528 1.38288 0.00 0.35 -0.15
H -0.39105 0.77705 2.42511 -0.27 0.31 -0.18
H -1.67897 -0.20545 1.66756 0.18 0.25 -0.16
H -0.04101 -1.12049 4.08824 0.53 0.11 -0.01
H -1.71253 -0.61010 3.97404 0.17 -0.08 0.06
H -1.19298 -2.05962 3.15058 0.07 -0.21 0.00
H 1.13750 -2.34828 -0.75362 -0.01 -0.25 -0.01
H 1.10648 -1.10820 -2.06230 0.49 -0.19 0.20
H -0.28388 -1.95164 -1.84197 -0.12 -0.79 0.22
H 0.51916 2.71989 -3.31171 -0.30 0.10 0.16
H 0.92468 1.06241 -3.20538 0.01 -0.25 0.14
H -0.73467 1.47762 -3.52545 -0.04 0.09 -0.23
```
Forces are in eV/Å.